No. 1
The following is a DFT calculation (ωB97M-V/def2-TZVPD) of a 11-piece molecular cluster, C33H62ClF7NO32S overall.

Calculated values
charge = +1
HOMO energy = -11.703 eV
largest force on an atom = 0.061 Eh/bohr

Last column: Mulliken charge in e.
Element x y z (Å)
O -4.7868 2.4271 1.2745  -0.547
S -4.1704 1.3793 0.5552  1.202
O -3.8786 0.1889 1.2704  -0.492
N -5.3915 0.8558 -0.6768  -0.305
Cl -5.9144 2.0732 -1.7846  0.171
C -2.6395 2.0746 -0.3017  0.359
F -2.8469 2.3042 -1.5975  -0.233
F -2.4065 3.2180 0.3080  -0.225
C -1.4104 1.1287 -0.1397  0.573
F -1.1845 0.8241 1.1355  -0.237
F -0.3658 1.8516 -0.5721  -0.186
C -1.5474 -0.1562 -1.0294  0.654
F -0.8942 0.0117 -2.1653  -0.205
F -1.0659 -1.2088 -0.4065  -0.282
F -2.8494 -0.3610 -1.3318  -0.276
H -6.2117 0.5677 -0.1209  0.511
H -5.0611 0.0107 -1.1705  0.317
C 0.5343 -3.6931 0.6852  -0.437
O 0.1316 -4.5046 1.7858  -0.291
C -1.0679 -5.0616 1.6420  0.796
O -1.8030 -4.9231 0.6959  -0.562
O -1.3159 -5.7940 2.7219  -0.280
C -2.5829 -6.4629 2.7058  -0.557
H 1.5168 -3.2986 0.9260  0.302
H 0.6025 -4.2846 -0.2261  0.298
H -0.1605 -2.8737 0.5497  0.132
H -2.6384 -7.1579 1.8700  0.306
H -3.3971 -5.7432 2.6526  0.248
H -2.6599 -7.0160 3.6375  0.179
C -4.5912 -1.7667 3.5943  -0.501
O -5.5277 -2.8021 3.8897  -0.232
C -6.7190 -2.3512 4.2849  0.730
O -7.0326 -1.1911 4.3713  -0.549
O -7.4927 -3.3942 4.5519  -0.303
C -8.8141 -3.0590 4.9923  -0.650
H -3.6745 -2.2544 3.2738  0.189
H -4.9640 -1.1382 2.7951  0.182
H -4.3895 -1.1664 4.4797  0.336
H -9.3437 -2.4990 4.2245  0.294
H -8.7760 -2.4860 5.9159  0.311
H -9.3238 -4.0004 5.1704  0.220
C -9.3343 6.6709 0.1020  -0.626
O -9.0591 6.2314 1.4358  -0.325
C -8.4942 5.0370 1.5240  0.816
O -8.2009 4.3185 0.5971  -0.561
O -8.2969 4.7585 2.8100  -0.313
C -7.6995 3.4824 3.0278  -0.352
H -9.7900 7.6515 0.1925  0.221
H -8.4139 6.7506 -0.4728  0.289
H -10.0283 5.9925 -0.3895  0.291
H -6.7247 3.4404 2.5472  0.075
H -8.3431 2.6915 2.6456  0.271
H -7.5786 3.3565 4.0990  0.253
C 1.7208 2.2832 -2.7137  -0.702
O 2.6159 2.1822 -3.8182  -0.316
C 2.1541 2.7425 -4.9460  0.736
O 1.0908 3.2896 -5.0623  -0.559
O 3.0683 2.5847 -5.8977  -0.250
C 2.7018 3.1469 -7.1644  -0.727
H 2.2046 1.7912 -1.8739  0.361
H 1.5378 3.3266 -2.4612  0.359
H 0.7845 1.7789 -2.9361  0.180
H 2.5610 4.2217 -7.0778  0.328
H 1.7987 2.6749 -7.5449  0.307
H 3.5285 2.9433 -7.8374  0.239
C -4.8547 -0.4727 -6.0306  -0.672
O -4.6229 -0.8124 -4.6553  -0.238
C -4.1209 -2.0338 -4.4613  0.647
O -3.8605 -2.8351 -5.3090  -0.521
O -3.9585 -2.1999 -3.1400  -0.184
C -3.4152 -3.4813 -2.7763  -0.763
H -5.2582 0.5354 -6.0340  0.211
H -3.9229 -0.4915 -6.5907  0.305
H -5.5760 -1.1536 -6.4759  0.310
H -2.4296 -3.6155 -3.2155  0.327
H -4.0791 -4.2812 -3.0947  0.396
H -3.3327 -3.4880 -1.6928  0.210
C 7.2503 7.0610 -3.0714  -0.769
O 7.2089 5.6411 -2.8874  -0.244
C 6.3282 5.0086 -3.6603  0.757
O 5.5958 5.5282 -4.4596  -0.575
O 6.3863 3.7033 -3.3901  -0.265
C 5.4662 2.9245 -4.1697  -0.704
H 7.9999 7.4419 -2.3845  0.212
H 7.5357 7.3068 -4.0917  0.351
H 6.2869 7.5057 -2.8306  0.337
H 5.7049 3.0115 -5.2273  0.343
H 4.4457 3.2252 -3.9966  0.216
H 5.5878 1.8884 -3.8667  0.365
C 13.3560 1.4278 -4.7127  -0.636
O 12.5205 2.2259 -3.8716  -0.333
C 11.2434 2.2666 -4.2485  0.722
O 10.7728 1.7031 -5.2015  -0.543
O 10.5800 3.0362 -3.3904  -0.319
C 9.1823 3.1712 -3.6771  -0.575
H 14.3557 1.4847 -4.2928  0.221
H 13.0218 0.3923 -4.7153  0.294
H 13.3660 1.8197 -5.7277  0.295
H 8.6916 2.2012 -3.6412  0.315
H 9.0397 3.6302 -4.6550  0.299
H 8.7719 3.8126 -2.9133  0.270
C 4.4991 10.0621 2.7774  -0.628
O 4.9673 8.7109 2.7628  -0.329
C 5.6331 8.3759 1.6603  0.772
O 5.8520 9.0949 0.7218  -0.544
O 6.0151 7.1046 1.7735  -0.328
C 6.7499 6.6197 0.6485  -0.580
H 3.9814 10.1957 3.7224  0.215
H 5.3332 10.7581 2.7194  0.296
H 3.8077 10.2380 1.9558  0.296
H 7.6675 7.1891 0.5139  0.299
H 6.1437 6.6644 -0.2544  0.232
H 7.0011 5.5845 0.8584  0.294
C 5.7822 -7.2428 0.6941  -0.624
O 4.6666 -8.0681 1.0381  -0.347
C 3.5532 -7.3987 1.3196  0.763
O 3.4240 -6.2017 1.3023  -0.548
O 2.6020 -8.2807 1.6199  -0.342
C 1.3479 -7.6877 1.9560  -0.533
H 6.6093 -7.9163 0.4925  0.220
H 5.5660 -6.6569 -0.1969  0.292
H 6.0427 -6.5854 1.5210  0.294
H 0.9626 -7.1084 1.1185  0.194
H 1.4397 -7.0579 2.8380  0.332
H 0.6576 -8.4984 2.1715  0.288
C -2.6854 -9.8381 7.0513  -0.600
O -3.6756 -9.2358 7.8878  -0.313
C -4.1063 -8.0508 7.4678  0.824
O -3.7383 -7.4747 6.4766  -0.543
O -5.0155 -7.6085 8.3319  -0.328
C -5.5694 -6.3330 8.0048  -0.626
H -2.4322 -10.7872 7.5131  0.203
H -3.0822 -10.0151 6.0535  0.279
H -1.7967 -9.2126 6.9968  0.289
H -6.0794 -6.3702 7.0440  0.287
H -4.7933 -5.5703 7.9876  0.287
H -6.2864 -6.1023 8.7868  0.238


No. 2
The following is a DFT calculation (ωB97M-V/def2-TZVPD) of C3H5NO2S as an isolated structure.

Calculated values
charge = 0
energy above the lowest of the compared OMol25 structures with the same formula, charge and spin = 90.6 kcal/mol
HOMO energy = -10.612 eV
largest force on an atom = 0.064 Eh/bohr

Last column: natural (NBO) charge in e.
Element x y z (Å)
C -1.0168 -1.1041 -0.4777  -0.204
C -0.0224 0.8761 0.8330  -0.673
C -0.7941 0.3021 -0.3821  -0.128
N 0.3749 -0.2801 -1.2380  -0.600
O 1.6459 -1.2996 0.8266  -0.915
O 2.5088 0.8456 -0.1865  -0.888
S 1.4283 -0.0729 0.0884  2.222
H -0.9413 -1.5836 0.4593  0.235
H -1.7019 -1.3384 -1.2293  0.226
H 0.0097 1.9675 0.5536  0.249
H -0.1810 0.7716 1.8815  0.248
H -1.3101 0.9159 -1.1288  0.227


No. 3
The following is a DFT calculation (ωB97M-V/def2-TZVPD) of one molecule with the formula C5H9N3.

Calculated values
charge = 0
energy above the lowest of the compared OMol25 structures with the same formula, charge and spin = 59.2 kcal/mol
HOMO energy = -8.220 eV
largest force on an atom = 0.089 Eh/bohr

Last column: natural (NBO) charge in e.
Element x y z (Å)
C -2.1265 1.0916 0.1507  -0.409
C 0.0628 0.0053 -0.0529  0.389
C 2.1563 -0.7518 0.1128  -0.283
C 2.1267 0.8024 -0.0527  -0.127
C 0.8130 1.3122 -0.0569  -0.327
H -3.1765 0.8036 -0.0928  0.228
H -1.8001 1.8270 -0.5807  0.197
H -2.0994 1.5411 1.2021  0.186
H -1.2288 -1.8621 0.5801  0.378
H -1.9911 -1.7139 -0.8934  0.353
H 2.7722 -1.2634 -0.6296  0.221
H 2.5341 -0.9142 1.1972  0.224
H 3.0199 1.4496 -0.3592  0.214
H 0.3993 2.3226 -0.0337  0.240
N -1.2844 -0.0308 -0.1518  -0.273
N -1.8426 -1.2780 0.0029  -0.661
N 0.7522 -1.1124 0.0066  -0.549


No. 4
The following is a DFT calculation (ωB97M-V/def2-TZVPD) of C12H24CrNO8 as an isolated structure.

Calculated values
charge = -1
⟨S²⟩ = 6.005
energy above the lowest of the compared OMol25 structures with the same formula, charge and spin = 13.6 kcal/mol
HOMO energy (spin up / spin down) = -3.359 / -4.881 eV
largest force on an atom = 0.054 Eh/bohr
spin multiplicity = 5

Last column: Mulliken spin population.
Element x y z (Å)
Cr 18.2404 6.8385 0.9094  3.944
C 20.4299 6.7567 4.3143  -0.006
C 19.6100 6.8514 3.0552  -0.018
O 19.7998 7.7657 2.2174  0.025
O 18.6527 6.0300 2.8837  0.000
H 21.4975 6.6596 4.1138  0.001
H 20.0915 5.8767 4.8608  0.002
H 20.3327 7.6387 4.9474  0.001
C 16.2466 9.5352 -1.8247  0.001
C 17.3348 8.4522 -1.9270  0.005
O 17.9154 8.1011 -0.8578  -0.014
O 17.5277 7.9854 -3.0576  0.006
H 16.2786 10.1827 -2.7042  0.000
H 16.3919 10.1662 -0.9469  0.000
H 15.2572 9.0750 -1.8865  0.000
C 20.5307 3.9789 -1.3304  0.002
C 20.4051 5.4783 -1.1186  0.005
O 19.7943 5.8816 -0.0715  0.012
O 20.9109 6.1973 -1.9789  0.008
H 19.9233 3.4055 -0.6215  -0.001
H 21.5597 3.6443 -1.1859  0.001
H 20.2229 3.7422 -2.3478  0.000
C 17.3442 2.8789 -3.5918  0.000
O 16.8262 4.0445 -3.0162  0.000
C 16.4663 3.8753 -1.6695  0.006
C 16.5157 5.2355 -0.9755  -0.013
N 16.8020 5.1413 0.4748  0.046
C 15.6383 5.4414 1.3128  -0.013
C 15.2922 6.9368 1.3757  0.000
O 16.4666 7.7382 1.4615  0.003
C 16.1510 9.0924 1.7382  0.000
H 17.9782 3.0997 -4.4569  0.000
H 16.5366 2.2440 -3.9714  0.000
H 18.0358 2.3182 -2.9548  0.000
H 17.1217 3.1780 -1.1324  0.000
H 15.4341 3.4882 -1.5983  0.001
H 15.6291 5.8291 -1.2270  -0.007
H 17.2747 5.8222 -1.5101  0.004
H 17.0334 4.1675 0.6344  0.011
H 15.7514 5.0196 2.3124  -0.008
H 14.7247 4.9375 0.9528  0.002
H 14.7095 7.0832 2.2910  -0.006
H 14.6714 7.2157 0.5227  -0.006
H 15.3306 9.4546 1.1165  -0.001
H 17.0284 9.6724 1.4544  0.007
H 15.9351 9.2069 2.8020  0.002


No. 5
The following is a DFT calculation (ωB97M-V/def2-TZVPD) of one molecule with the formula C5H11NO2.

Calculated values
charge = 0
energy above the lowest of the compared OMol25 structures with the same formula, charge and spin = 51.2 kcal/mol
HOMO energy = -8.865 eV
largest force on an atom = 0.078 Eh/bohr

Last column: natural (NBO) charge in e.
Element x y z (Å)
C 0.5333 2.2334 0.6182  -0.627
C -0.0677 0.9907 1.3185  -0.244
N 0.3445 -0.1108 0.3202  -0.429
C 0.5719 -1.4084 1.0663  -0.447
C -0.8100 -0.3163 -0.7268  -0.362
C -0.2897 -1.2628 -1.7483  0.787
O -0.7311 -0.8070 -2.9457  -0.685
O 0.3026 -2.3185 -1.6092  -0.588
H 1.4682 2.6505 1.0742  0.217
H -0.1182 3.1450 0.7115  0.201
H 0.7417 2.0407 -0.4521  0.223
H -1.1465 0.9722 1.4418  0.184
H 0.5102 0.8291 2.2179  0.207
H 1.1125 -2.2036 0.3679  0.250
H -0.4693 -1.7026 1.3906  0.164
H 1.2487 -1.2259 1.9624  0.196
H -0.9353 0.7848 -1.0497  0.245
H -1.7626 -0.7929 -0.2838  0.211
H -0.5031 -1.4975 -3.6740  0.498


no.,calculated total energy (Ha)
1,-5314.197144
2,-720.602090
3,-360.102910
4,-2172.902630
5,-402.296515